(1)
{
  "formula": "C2H5NO2S",
  "method": "ωB97M-V with the def2-TZVPD basis set",
  "max_force_ev_per_a": 2.676,
  "charge": 0,
  "species": ["S", "O", "O", "N", "C", "C", "H", "H", "H", "H", "H"],
  "positions_angstrom": [[-2.839641, -0.202298, -0.388033], [-2.827101, 1.238788, 0.513491], [-2.390491, -1.386826, 0.325054], [-0.085963, 0.574711, -0.370167], [1.064210, 0.576958, -0.401585], [2.543005, 0.398767, -0.533473], [-2.064132, 1.783586, 0.427300], [3.129466, 1.126307, 0.088385], [2.877396, -0.628445, -0.158254], [2.757575, 0.645163, -1.550392], [-4.390046, -0.218899, -0.234861]],
  "forces_ev_per_angstrom": [[-2.3, 1.1, 0.1], [-1.9, -1.8, 0.2], [0.0, 0.4, 0.4], [0.7, 0.4, 0.0], [0.6, -0.7, 0.2], [-0.1, -0.1, 1.9], [1.5, 0.1, -0.6], [-0.9, -0.5, -0.4], [-0.7, 1.3, -1.0], [0.5, -0.4, -0.7], [2.5, 0.2, -0.1]]
}

(2)
{
  "formula": "C2H5NO2S2",
  "method": "ωB97M-V with the def2-TZVPD basis set",
  "max_force_ev_per_a": 5.418,
  "charge": 0,
  "species": ["S", "S", "O", "O", "N", "C", "C", "H", "H", "H", "H", "H"],
  "positions_angstrom": [[1.372838, 0.617136, 1.898082], [1.433759, -1.581721, -0.046910], [4.884062, -1.322589, -0.060518], [5.096517, 0.526294, -1.421783], [-0.501188, 0.700316, -0.826284], [1.568287, 0.068418, 0.240748], [4.972883, -0.400913, -0.761121], [1.639807, -1.226957, -1.253937], [-0.556569, 1.638638, -0.895889], [-1.421196, 0.281079, -0.399574], [-0.142580, 0.305278, -1.650668], [1.780851, -0.598281, 2.612702]],
  "forces_ev_per_angstrom": [[1.2, -2.3, 0.2], [0.0, -0.5, 1.5], [-0.1, 0.0, -0.2], [0.0, 1.0, -0.9], [-2.8, -3.7, 2.8], [0.1, 1.5, 1.5], [0.0, -1.0, 1.1], [0.4, -0.7, -2.3], [-0.3, 3.7, -0.3], [2.5, 1.0, -1.7], [-0.1, -0.8, -1.0], [-1.0, 1.7, -0.8]]
}

(3)
{
  "formula": "C2H5NO3",
  "method": "ωB97M-V with the def2-TZVPD basis set",
  "smiles": "NC=O.O=CO",
  "max_force_ev_per_a": 2.197,
  "charge": 0,
  "species": ["O", "O", "O", "N", "C", "C", "H", "H", "H", "H", "H"],
  "positions_angstrom": [[0.238239, 1.339207, 1.151532], [0.540739, -0.966470, -0.324893], [0.947002, 2.029390, 3.216022], [-0.655764, -1.358895, -2.282702], [0.955470, 1.196226, 2.332965], [-0.395974, -0.753816, -1.038562], [0.276260, 0.491826, 0.659866], [-1.625226, -1.627867, -2.307107], [-1.130353, 0.069996, -0.785890], [1.516633, 0.242145, 2.385764], [-0.667025, -0.661742, -3.006994]],
  "forces_ev_per_angstrom": [[0.7, -0.1, 1.6], [0.0, -0.4, -0.2], [0.0, -1.4, -1.7], [0.3, -0.9, -0.1], [-0.9, 1.2, 0.1], [-0.9, 1.6, -0.1], [0.5, 0.2, 0.3], [-0.6, -0.4, 0.3], [0.4, -0.6, 0.2], [-0.1, 0.3, 0.0], [0.5, 0.6, -0.4]]
}

(4)
{
  "formula": "C2H5NO3",
  "method": "ωB97M-V with the def2-TZVPD basis set",
  "max_force_ev_per_a": 4.905,
  "charge": 0,
  "species": ["O", "O", "O", "N", "C", "C", "H", "H", "H", "H", "H"],
  "positions_angstrom": [[1.918298, -0.096433, -0.999211], [2.110806, 0.346252, 1.181150], [-0.709541, 1.026643, 1.287184], [1.572106, 0.212287, 0.121873], [-0.791647, -0.725731, -0.580048], [-0.263473, 0.547270, -0.011958], [-1.798372, -0.649917, -1.044859], [-0.264811, 1.468884, -0.680074], [-0.249804, -1.101747, -1.492817], [-0.903416, 0.369398, 1.970692], [-0.620145, -1.396906, 0.248066]],
  "forces_ev_per_angstrom": [[1.7, 0.0, 1.1], [0.7, -0.3, -0.7], [0.6, -0.6, -2.5], [-4.7, 0.8, -1.0], [0.2, -0.1, -1.2], [1.5, 2.3, 1.7], [0.2, 0.0, 1.3], [0.2, -1.3, 1.0], [0.2, 0.7, 1.2], [0.3, -0.4, -0.6], [-0.8, -1.0, -0.1]]
}

Lowest unoccupied orbital energy (computed, Eh): 0.020; 0.014; 0.013; 0.026
Gap between HOMO and LUMO (computed, Eh): 0.3567; 0.3024; 0.3984; 0.3820
DFT total energy (computed, eV): -18573.26667; -29407.92127; -9787.02413; -9783.55820